(w)
Computed, not measured: a single C8H14N2O6 molecule, with ωB97M-V/def2-TZVPD.

The HOMO energy comes out at -9.6 eV. The calculation puts the frontier orbital gap at 9.74 eV.

ORCA input file:
```
! RIJCOSX wB97M-V def2-TZVPD def2/J DEFGRID3
* xyz 0 1
C 3.02 1.95 -0.88
C 1.74 1.62 0.11
O 0.39 2.16 -0.16
C 1.50 0.08 0.12
N 0.62 -0.28 1.24
C -0.72 -0.26 0.95
O -1.41 -0.03 1.91
C -1.50 -0.87 -0.33
N -0.81 -2.32 -0.68
C -3.02 -1.05 -0.30
C -3.61 0.37 -0.15
O -4.24 0.64 -1.17
O -3.39 1.18 0.97
C 2.65 -0.92 0.17
O 3.93 -0.74 0.15
O 2.27 -2.16 0.04
H 3.80 1.28 -0.77
H 2.42 2.29 -1.89
H 3.44 2.88 -0.51
H 1.99 2.05 1.26
H 0.47 3.09 0.02
H 1.10 -0.37 -0.80
H 0.99 0.01 2.13
H -1.10 -0.11 -1.07
H -1.07 -2.74 0.47
H -1.57 -2.88 -1.37
H -3.19 -1.54 0.57
H -3.55 -1.61 -1.07
H -2.56 0.44 1.31
H 1.43 -2.16 -0.28
*
```

natural (NBO) population analysis, charges in e, atoms 1 to 2: -0.652, 0.112

(x)
Computed, not measured: a single C8H14N2O6 molecule, with ωB97M-V/def2-TZVPD.

The HOMO energy comes out at -9.3 eV. The calculation puts the frontier orbital gap at 9.55 eV.

ORCA input file:
```
! RIJCOSX wB97M-V def2-TZVPD def2/J DEFGRID3
* xyz 0 1
C -2.29 -1.26 -0.90
C -1.12 -2.04 -1.51
O -1.40 -2.54 -2.73
C 0.05 -1.07 -1.73
N 1.12 -1.60 -2.74
C 0.75 -0.68 -0.37
O 1.69 -1.41 -0.05
N 0.47 0.51 0.12
C 0.67 0.68 1.55
C 0.55 2.17 1.99
C 1.16 3.25 1.12
O 2.28 3.62 1.33
O 0.34 3.70 0.19
C -0.22 -0.14 2.40
O -1.00 -0.89 1.89
O 0.02 -0.18 3.64
H -1.93 -0.53 -0.12
H -3.04 -1.92 -0.42
H -2.76 -0.79 -1.71
H -0.61 -2.78 -0.87
H -0.66 -2.38 -3.28
H -0.24 -0.23 -2.31
H 1.53 -0.96 -3.40
H 1.91 -2.05 -2.41
H 0.04 1.22 -0.34
H 1.69 0.23 1.68
H 1.03 2.32 2.92
H -0.52 2.24 2.12
H 0.84 4.22 -0.36
H -0.37 -0.70 4.28
*
```

natural (NBO) population analysis, charges in e, atoms 1 to 2: -0.635, 0.094

Quick one: most stable of them? (x)

(w)
Computed, not measured: a single C3H2O4S molecule, with ωB97M-V/def2-TZVPD.

The HOMO energy comes out at -8.6 eV. The calculation puts the frontier orbital gap at 8.81 eV.

ORCA input file:
```
! RIJCOSX wB97M-V def2-TZVPD def2/J DEFGRID3
* xyz 0 1
O -1.41 1.59 -0.08
C -0.45 0.70 -0.07
O 0.86 1.07 -0.07
C 1.61 -0.05 -0.02
S 3.24 0.00 0.03
O 0.79 -1.14 -0.09
C -0.51 -0.63 -0.09
O -1.51 -1.50 0.17
H -1.25 2.19 0.71
H -1.38 -2.22 -0.49
*
```

natural (NBO) population analysis, charges in e, atoms 1 to 2: -0.636, 0.426

(x)
Computed, not measured: a single C3H2O4S molecule, with ωB97M-V/def2-TZVPD.

The HOMO energy comes out at -9.5 eV. The calculation puts the frontier orbital gap at 8.17 eV.

ORCA input file:
```
! RIJCOSX wB97M-V def2-TZVPD def2/J DEFGRID3
* xyz 0 1
C 4.02 0.35 -0.20
C 4.23 -0.88 -0.06
C -0.06 -0.53 0.06
O 4.67 -1.95 0.01
O 1.90 1.67 -1.13
O 2.41 1.80 1.27
O 1.16 -0.34 0.33
S 2.61 1.17 -0.01
H -0.76 0.12 -0.60
H -0.63 -1.41 0.47
*
```

natural (NBO) population analysis, charges in e, atoms 1 to 2: -0.843, 0.663

Quick one: most stable of them? (w)

(w)
Computed, not measured: a gas-phase ion, C6H10N3O3 (charge +1), with ωB97M-V/def2-TZVPD.

The HOMO energy comes out at -13.9 eV. The calculation puts the frontier orbital gap at 9.76 eV.

ORCA input file:
```
! RIJCOSX wB97M-V def2-TZVPD def2/J DEFGRID3
* xyz 1 1
C 0.85 -2.31 -0.34
C 1.47 -0.95 -0.04
C 2.86 -0.86 -0.04
N 3.58 0.37 0.17
O 3.09 1.35 -0.28
O 4.66 0.24 0.69
O 0.63 0.24 -0.20
C -0.63 0.50 -0.09
N -1.64 -0.34 0.25
C -2.84 0.50 0.52
C -2.39 1.92 -0.06
N -1.01 1.79 -0.19
H 0.29 -2.68 0.49
H 0.10 -2.14 -1.15
H 1.65 -2.97 -0.46
H 3.59 -1.64 -0.21
H -1.60 -1.27 0.16
H -2.79 0.70 1.65
H -3.80 0.21 0.13
H -2.87 2.00 -0.96
H -2.80 2.80 0.44
H -0.41 2.54 -0.48
*
```

natural (NBO) population analysis, charges in e, atoms 1 to 2: -0.665, 0.345

(x)
Computed, not measured: a gas-phase ion, C6H10N3O3 (charge +1), with ωB97M-V/def2-TZVPD.

The HOMO energy comes out at -11.5 eV. The calculation puts the frontier orbital gap at 7.97 eV.

ORCA input file:
```
! RIJCOSX wB97M-V def2-TZVPD def2/J DEFGRID3
* xyz 1 1
C 1.37 2.07 -2.18
C 0.97 0.84 -1.48
N 0.36 0.89 -0.38
N 0.35 2.15 0.25
C -0.17 -0.25 0.22
C -0.26 -1.50 -0.29
O 0.14 -1.78 -1.54
N -0.72 -2.39 0.61
C -1.02 -1.61 1.75
O -1.75 -2.21 2.78
C -0.75 -0.29 1.53
O -0.72 0.73 2.34
H 0.56 2.82 -2.09
H 1.57 1.70 -3.30
H 2.34 2.48 -1.79
H 0.94 -0.11 -1.94
H 1.36 2.48 0.26
H -0.09 2.22 1.10
H 0.18 -2.68 -1.86
H -1.00 -3.31 0.32
H -2.55 -2.66 2.45
H -1.10 0.41 3.22
*
```

natural (NBO) population analysis, charges in e, atoms 1 to 2: -0.707, 0.181

Quick one: most stable of them? (x)